CH11NO4 | ωB97M-V with the def2-TZVPD basis set

Geometry as XYZ:
```
17
Properties=species:S:1:pos:R:3:forces:R:3:mulliken_charge:R:1
C 2.461086 0.721154 0.193697 1.9 0.5 1.8 -0.25
N 1.663433 0.210652 1.030332 -0.4 -1.5 -1.9 -0.40
H 2.519335 0.423456 -0.847343 -0.9 0.6 -0.3 0.23
H 3.321933 1.373784 0.560600 -0.7 -0.8 -0.6 0.23
H 1.982336 0.155353 1.976371 -0.1 1.2 0.8 0.20
O -0.955674 0.536475 2.957413 -0.4 2.2 1.0 -0.66
H -0.971830 0.960461 3.884622 -0.1 -0.9 -2.3 0.30
H -1.134960 1.284902 2.313491 0.4 -1.2 1.3 0.34
O -0.523051 1.444543 -1.936909 0.3 -0.9 0.2 -0.61
H -0.971504 1.875255 -2.658594 -0.2 0.2 -0.4 0.28
H -0.513539 0.496956 -2.190623 0.0 0.6 0.1 0.35
O -1.290847 -1.077559 0.364651 1.9 0.6 -0.7 -0.65
H -0.373219 -0.664464 0.285794 -1.3 -0.8 0.3 0.37
H -1.642774 -0.616649 1.124031 -0.3 0.0 0.4 0.28
O -0.594263 -1.743411 -2.442718 -1.2 -0.7 1.5 -0.69
H -1.138453 -1.699875 -1.561322 1.3 -0.6 -2.2 0.39
H -0.577184 -2.671054 -2.801033 -0.3 1.5 1.0 0.29
```
Forces are in eV/Å.

Output
SMILES: C=N.O.O.O.O
Electronic energy in eV: -10894.3385
Energy above the lowest of the compared OMol25 structures with the same formula, charge and spin in kcal/mol: 38.9
E_HOMO in eV: -9.8
Gap between HOMO and LUMO in eV: 10.41


C4H9N2O | ωB97M-V with the def2-TZVPD basis set

Geometry as XYZ:
```
16
Properties=species:S:1:pos:R:3:forces:R:3:mulliken_spin:R:1
C -0.881026 1.883907 0.026976 0.6 0.8 -0.2 0.04
C -0.641037 0.469508 0.171184 -1.4 -0.3 -0.6 0.36
C 0.021586 -0.259845 1.213750 0.7 -0.1 -0.3 0.33
N -0.039432 -1.562656 0.876609 0.2 0.4 0.7 -0.04
C -0.701992 -1.698433 -0.272675 -0.4 -0.1 -1.0 0.28
N -1.103463 -0.491693 -0.698694 0.5 0.3 0.9 -0.06
H -1.165249 2.374664 0.964344 0.1 -0.1 0.1 0.02
H -1.533259 2.205192 -0.784390 -0.2 -0.4 0.0 0.00
H 0.103289 2.338001 -0.234222 -0.1 0.0 0.3 0.05
H 0.590862 0.158366 2.035478 -0.1 -0.2 0.2 -0.01
H 0.370567 -2.316920 1.430149 0.1 -0.1 -0.2 0.00
H -0.868388 -2.600191 -0.853233 0.0 -0.2 0.3 0.01
H -1.729218 -0.322120 -1.485696 0.2 0.0 -0.1 0.00
H 3.224556 -0.226217 -1.117014 0.1 -0.1 0.1 0.00
H 1.866329 0.361345 -0.774471 0.3 0.4 -0.4 0.00
O 2.485875 -0.312908 -0.498096 -0.5 -0.3 0.2 0.01
```
Forces are in eV/Å.

Output
2S+1: 2
Electronic energy in eV: -9301.7848
<S²>: 0.761
Energy above the lowest of the compared OMol25 structures with the same formula, charge and spin in kcal/mol: 6.3
E_HOMO (spin up / spin down) in eV: -19.4 / -19.3
Gap between HOMO and LUMO (spin up / spin down) in eV: 9.95 / 5.75
Charge: +2


C8H6N2O5SSm | ωB97M-V with the def2-TZVPD basis set

Geometry as XYZ:
```
23
Properties=species:S:1:pos:R:3:forces:R:3:mulliken_spin:R:1
O -1.120694 -3.935307 -4.789608 0.4 1.9 1.6 0.00
C -0.889059 -3.089207 -4.066352 -0.4 -1.8 -1.5 0.00
Sm 1.693518 -0.207050 -0.900364 0.0 -0.8 -0.9 5.14
O 1.206435 -0.189098 -4.940000 0.4 0.0 3.8 0.00
C 1.335135 -0.173455 -3.805283 -0.1 0.0 -3.6 0.00
C -0.224133 -2.033618 -0.471290 -3.4 -2.8 1.6 -0.01
O -1.145643 -2.679359 -0.253166 3.4 2.2 -0.9 0.00
C 2.084802 -2.949571 -1.867195 1.0 -3.3 -1.3 0.00
O 2.245142 -4.012166 -2.256599 -0.6 3.6 1.3 0.00
C -0.815628 -0.052664 -1.781433 -6.9 0.9 -1.6 -0.01
O -1.959266 -0.041027 -2.032967 6.4 -0.1 1.3 0.00
S 2.553535 1.221326 1.090888 -0.6 -0.3 -0.8 -0.11
C 0.865035 1.248429 1.542182 -2.1 1.3 1.8 0.00
N -0.152252 2.061803 1.084046 1.8 -1.0 -0.1 0.00
C -1.153373 2.294848 2.168723 -0.5 0.6 -1.1 0.00
C -0.752958 1.319081 3.234100 -0.2 -1.3 0.7 0.00
N 0.443740 0.662874 2.673416 1.3 0.4 -1.0 -0.01
H -0.017508 2.736638 0.334235 0.2 0.0 0.5 0.00
H -2.156594 2.081776 1.794578 0.1 0.2 0.0 0.00
H -1.086342 3.335457 2.480163 0.0 0.0 0.0 0.00
H -1.522174 0.555203 3.341433 0.0 0.1 0.4 0.00
H -0.522670 1.756792 4.210874 0.0 -0.1 -0.2 0.00
H 1.090952 0.088294 3.209619 -0.3 0.2 0.1 0.00
```
Forces are in eV/Å.

Output
2S+1: 6
Electronic energy in eV: -50318.1805
<S²>: 8.803
Energy above the lowest of the compared OMol25 structures with the same formula, charge and spin in kcal/mol: 11.5
E_HOMO (spin up / spin down) in eV: -20.6 / -20.6
Gap between HOMO and LUMO (spin up / spin down) in eV: 5.58 / 7.45
Charge: +3


C41H36Br2N2O3S2Sm | ωB97M-V with the def2-TZVPD basis set

Geometry as XYZ:
```
87
Properties=species:S:1:pos:R:3:forces:R:3:mulliken_spin:R:1
Sm 1.052068 0.534143 -0.426092 0.8 -0.3 -0.5 5.03
C -0.115025 -6.785424 2.391254 -0.6 0.0 0.5 0.00
C -1.338543 -5.891138 2.692038 0.0 0.1 1.2 0.00
C -1.409606 -5.700978 4.271861 -1.4 0.3 -0.5 0.00
C -2.589690 -6.580802 2.168877 1.8 -2.5 0.4 0.00
C -1.159015 -4.560237 1.990125 0.6 1.1 -0.5 0.00
C -0.051385 -3.740751 2.258091 0.3 -0.8 0.1 0.00
C 0.233845 -2.648140 1.479747 0.1 0.6 0.6 0.00
Br 1.737858 -1.516226 1.947059 0.0 -0.2 -0.1 0.00
C -0.572475 -2.150531 0.472846 -1.0 -1.2 0.0 -0.01
O -0.269303 -1.017805 -0.131067 -0.4 0.2 -0.6 -0.01
C -1.712472 -2.934178 0.187688 -0.4 0.0 0.3 0.00
C -1.961248 -4.094660 0.947826 0.4 0.3 -0.5 0.00
C -2.772661 -2.499502 -0.838223 0.3 0.6 0.0 0.00
C -3.989208 -3.423747 -0.859238 0.3 -0.7 -1.9 0.00
C -3.338367 -1.095418 -0.463890 0.1 -0.4 -0.7 0.00
C -2.219097 -2.439650 -2.280321 -0.8 1.2 0.1 0.00
H -0.302422 -7.755468 2.851494 0.2 -0.1 0.1 0.00
H 0.795349 -6.359284 2.815011 0.0 -0.1 -0.2 0.00
H -0.013157 -6.972202 1.329665 0.2 0.2 -0.3 0.00
H -1.206558 -6.647800 4.794477 -0.2 0.2 -0.3 0.00
H -2.422167 -5.290070 4.624285 1.3 -0.7 -0.7 0.00
H -0.684635 -4.973502 4.611992 0.3 0.1 0.0 0.00
H -2.814484 -7.511745 2.736994 0.2 0.7 -0.1 0.00
H -2.411411 -6.939899 1.156771 -0.1 0.2 -0.3 0.00
H -3.428935 -5.988179 2.178677 -2.0 1.5 0.1 0.00
H 0.685654 -4.033055 2.991172 -0.1 0.0 0.3 0.00
H -2.798163 -4.662649 0.595062 -0.2 -0.3 0.4 0.00
H -4.583822 -3.393578 0.031786 -0.2 0.0 0.6 0.00
H -3.702334 -4.484595 -1.092712 -0.4 0.9 0.2 0.00
H -4.606369 -3.067431 -1.721733 0.2 -0.4 0.8 0.00
H -3.867447 -1.190590 0.459708 -0.3 0.1 0.8 0.00
H -4.102169 -0.783870 -1.200870 0.5 -0.1 0.1 0.00
H -2.568158 -0.332391 -0.360035 -0.1 0.0 -0.1 0.00
H -1.885200 -3.382035 -2.668287 0.3 -0.5 0.0 0.00
H -1.459969 -1.658568 -2.430888 0.0 -0.4 0.3 0.00
H -3.081263 -2.113144 -2.885510 0.3 -0.2 -0.1 0.00
S -0.530095 3.073163 -5.638844 0.1 0.0 -0.2 0.00
C -1.620606 3.483443 -6.883147 0.3 0.5 -0.5 0.00
C -2.591685 4.319333 -6.448643 -1.0 0.7 1.1 0.00
C -2.499299 4.635191 -5.027036 0.1 -0.6 -1.4 0.00
C -1.397271 4.007327 -4.498070 -0.9 0.2 0.7 0.00
C -1.044561 3.929347 -3.079369 0.3 -0.7 0.6 0.00
C -0.592413 2.685616 -2.529767 0.9 1.3 0.4 0.00
N -0.133557 2.549244 -1.282846 -1.2 0.6 -1.0 0.01
C -0.246732 3.625651 -0.453688 0.1 0.7 -0.9 -0.01
C -0.705708 4.905695 -0.878786 0.3 -2.0 -1.3 0.00
C -0.743326 5.976581 0.022738 -1.1 1.5 -0.6 0.00
C -0.435982 5.806528 1.304096 0.4 -0.7 1.5 0.00
C 0.073503 4.525551 1.761579 0.3 0.4 0.4 0.00
C 0.525954 4.289632 3.082345 -0.9 2.2 -0.2 0.00
C 0.924474 3.077301 3.488077 -0.4 -2.2 -0.5 0.00
C 0.826432 2.032657 2.527374 0.4 0.1 0.7 0.00
N 0.527526 2.195978 1.267320 -0.1 0.7 0.5 0.00
C 0.167619 3.454626 0.885246 -0.3 0.1 -0.2 -0.01
C 1.286368 2.713642 4.840637 0.1 1.0 0.3 0.00
C 0.901673 1.671229 5.615141 -0.4 -1.2 0.0 0.00
C 1.348307 1.717218 6.925244 2.0 2.6 0.9 0.00
C 2.106471 2.878177 7.164694 -0.8 -1.3 -0.2 0.00
S 2.178697 3.841686 5.758085 0.5 0.1 0.7 0.00
C -1.110817 5.010864 -2.229496 0.0 -0.5 0.7 0.00
H -1.397008 3.266658 -7.921585 -0.1 -0.3 0.3 0.00
H -3.406747 4.707132 -7.066258 0.5 -0.2 0.1 0.00
H -3.271437 5.218475 -4.494898 0.8 -0.4 -0.2 0.00
H -0.480727 1.855413 -3.199935 -0.1 -0.5 -0.1 0.00
H -1.146799 6.943281 -0.332240 0.3 -0.6 0.2 0.00
H -0.654070 6.594985 2.021569 0.4 -0.1 0.0 0.00
H 0.456082 5.114671 3.789558 0.1 -0.1 -0.1 0.00
H 1.016189 1.030207 2.857000 0.2 -0.4 0.1 0.00
H 0.296408 0.834984 5.355252 -0.5 -0.3 -0.8 0.00
H 1.240928 1.000303 7.701429 -0.4 -0.6 0.2 0.00
H 2.638926 3.101598 8.085721 -0.2 0.2 -0.4 0.00
H -1.541473 5.933221 -2.549259 0.1 0.6 -0.4 0.00
Br 8.288267 1.892683 -1.774413 0.2 -0.1 0.1 0.00
C 6.831604 1.206035 -2.735595 -1.0 -0.1 -0.4 0.00
C 6.890469 1.131359 -4.136551 0.7 0.5 0.8 0.00
C 5.766655 0.896705 -4.885606 -0.9 -0.2 0.2 0.00
C 4.547297 0.669056 -4.241974 0.4 -0.4 0.3 0.00
C 4.501277 0.590551 -2.859130 0.4 0.5 1.5 0.00
C 5.640860 0.901652 -2.086196 -0.1 -0.4 -0.1 0.00
C 3.235971 0.421202 -2.041311 0.5 0.1 -1.2 0.00
O 3.287030 0.084316 -0.797968 -0.2 0.4 -0.9 -0.01
O 2.145441 0.696820 -2.636426 -0.3 -0.4 1.3 0.00
H 7.839704 1.347436 -4.596582 0.1 0.0 -0.2 0.00
H 5.785228 0.908710 -5.966769 0.2 0.0 0.0 0.00
H 3.670716 0.473775 -4.811674 -0.6 0.0 -0.3 0.00
H 5.536218 0.858193 -0.994681 0.3 0.2 -0.6 0.00
```
Forces are in eV/Å.

Output
2S+1: 6
Electronic energy in eV: -231882.6057
<S²>: 8.757
Energy above the lowest of the compared OMol25 structures with the same formula, charge and spin in kcal/mol: 0.0
E_HOMO (spin up / spin down) in eV: -10.4 / -10.4
Gap between HOMO and LUMO (spin up / spin down) in eV: 6.72 / 6.75
Charge: +1


Q: Among the records above, which one has the lowest electronic energy?
A: C41H36Br2N2O3S2Sm


Q: energy above the lowest of the compared OMol25 structures with the same formula, charge and spin of number 1 (CH11NO4)?
A: 38.9 kcal/mol